DFT (ωB97M-V with the def2-TZVPD basis set) results for the molecule C4H6F2N2 in a non-equilibrium geometry.

The geometry in ORCA input format:
```
! RIJCOSX wB97M-V def2-TZVPD def2/J DEFGRID3
* xyz 0 1
C -0.75 -1.22 0.04
C -0.64 -0.20 -1.16
C 0.17 0.88 -0.48
C 1.91 -0.06 0.84
N 0.84 0.55 0.85
N -1.68 -0.63 0.82
F 2.80 -0.39 1.71
F 2.29 -0.65 -0.44
H -0.01 -0.70 -1.95
H -1.59 0.12 -1.65
H 1.13 1.29 -0.95
H -0.43 1.75 -0.10
H -2.32 0.19 0.60
H -1.71 -0.93 1.89
*
```

Summary:
Orbital gap, eV: 9.4
HOMO, eV: -8.62